1.
C9H13HoO5P as an isolated structure. Source: OMol25; level of theory: ωB97M-V/def2-TZVPD.

Last column: Löwdin spin population.
Cartesian coordinates (Å):
Ho 0.0000 0.0000 0.0000  3.978
O -0.0056 3.0482 0.2048  0.010
C -0.0035 1.8995 0.1064  0.000
C 0.0037 -1.8994 0.1067  -0.002
O 0.0060 -3.0481 0.2054  0.006
C 1.9048 0.0038 -0.0226  -0.002
O 3.0578 0.0062 -0.0133  0.009
C -1.9047 -0.0034 -0.0224  -0.002
O -3.0577 -0.0053 -0.0129  0.010
C -0.0014 0.6909 -2.2159  0.008
H -0.9225 1.2405 -2.3753  0.002
H 0.9177 1.2437 -2.3758  0.001
C 0.0011 -0.6913 -2.2157  -0.007
H 0.9222 -1.2409 -2.3755  0.001
H -0.9180 -1.2443 -2.3750  -0.001
C 0.9112 -0.9577 4.6916  0.000
P 0.1703 0.1108 3.3645  0.000
C -1.6846 0.0145 3.3837  0.000
C 0.8514 1.8375 3.4636  0.000
O 0.6652 -0.5372 2.0359  -0.010
H 0.6072 -0.5728 5.6868  0.000
H 2.0172 -0.9386 4.6098  0.000
H 0.5488 -1.9997 4.5732  0.000
H -2.0593 0.4045 4.3522  0.000
H -2.1003 0.6352 2.5677  0.000
H -2.0053 -1.0404 3.2613  0.000
H 1.9575 1.8056 3.3870  0.000
H 0.4381 2.4653 2.6568  0.000
H 0.5637 2.2835 4.4375  0.000

Highest occupied orbital energy (alpha / beta) (eV): -21.99 / -21.99
Spin multiplicity: 5
Charge: +3

2.
One molecule with the formula C32H46N8O6S2. Source: OMol25; level of theory: ωB97M-V/def2-TZVPD.

Last column: Mulliken charge in e.
Cartesian coordinates (Å):
C -3.3398 -1.3350 -1.4343  -1.790
C -1.9408 -1.0461 -0.9668  -0.112
C -1.6532 -0.7063 0.2895  0.703
C -2.6387 -0.7240 1.4200  -1.906
H -2.4655 0.1388 2.0644  0.341
C -2.4658 -1.9715 2.2913  -0.346
H -3.1485 -1.9361 3.1425  0.574
H -1.4301 -2.0387 2.6403  0.171
O -2.8050 -3.1635 1.5834  -0.356
C -1.8383 -3.8165 0.9566  0.353
O -0.6794 -3.4666 0.9484  -1.030
C -2.3149 -5.0830 0.2702  0.991
C -1.6702 -6.2690 0.9971  -1.567
H -2.0507 -6.3398 2.0138  0.362
H -0.5908 -6.1458 1.0358  0.354
H -1.8999 -7.1944 0.4754  0.442
H -1.9179 -5.0519 -0.7513  0.244
C -3.8316 -5.2160 0.2297  -1.503
H -4.2831 -4.3818 -0.3008  0.287
H -4.2393 -5.2429 1.2365  0.296
H -4.1040 -6.1366 -0.2807  0.446
H -3.6547 -0.6646 1.0354  0.520
S 0.0032 -0.2897 0.8336  1.358
S 0.7310 1.1004 -0.4679  0.132
C 0.3346 2.6232 0.3862  0.065
C 1.3262 3.4515 0.7315  0.407
N 2.6709 3.1327 0.4375  0.471
C 3.0802 2.9003 -0.8218  -0.085
O 4.1833 2.5040 -1.1314  -0.683
H 2.3107 3.1547 -1.5683  0.524
C 3.5476 2.8298 1.5711  -2.051
C 3.1748 1.4987 2.1621  1.451
C 2.3485 1.3989 3.2582  -0.683
N 1.9006 0.2451 3.7457  -0.640
C 2.2681 -0.8488 3.0970  0.583
N 3.0678 -0.8828 2.0431  -0.645
C 3.5457 0.2693 1.5528  0.214
N 4.4026 0.1843 0.5275  -0.359
H 4.3613 -0.6708 -0.0300  0.535
H 4.6078 1.0192 -0.0072  0.356
C 1.7231 -2.1550 3.5750  -0.858
H 2.5322 -2.8679 3.7113  0.378
H 1.1920 -2.0068 4.5098  0.347
H 1.0446 -2.5583 2.8249  -0.152
H 2.0136 2.2864 3.7848  0.446
H 4.5743 2.8354 1.1991  0.471
H 3.4306 3.6138 2.3230  0.547
C 1.1176 4.7580 1.4474  -1.863
H 2.0391 5.3341 1.4371  0.451
H 0.3436 5.3424 0.9556  0.485
H 0.8166 4.5951 2.4817  0.313
C -1.1189 2.8820 0.6130  -0.214
H -1.5927 1.9885 1.0241  -1.096
C -1.8184 3.2327 -0.7073  -0.306
H -1.8541 2.3611 -1.3694  0.357
H -1.3006 4.0536 -1.2081  0.313
O -3.1425 3.7156 -0.4826  -0.369
C -4.0994 2.8229 -0.2281  0.288
O -3.9131 1.6404 -0.0994  -0.555
C -5.4549 3.5029 -0.1535  0.551
C -6.4036 2.7100 0.7385  -1.410
H -6.4869 1.6896 0.3729  0.243
H -7.3901 3.1663 0.7385  0.428
H -6.0330 2.6777 1.7604  0.353
C -5.9923 3.6072 -1.5846  -1.410
H -6.9571 4.1091 -1.5839  0.418
H -5.3045 4.1717 -2.2091  0.369
H -6.1159 2.6146 -2.0121  0.309
H -5.3051 4.5106 0.2440  0.325
H -1.2568 3.6987 1.3229  0.817
N -0.9438 -1.0653 -1.9877  0.966
C -0.9457 -0.0699 -2.8927  -0.167
O -1.6660 0.9028 -2.8555  -0.539
H -0.1906 -0.2101 -3.6809  0.323
C -0.1441 -2.2851 -2.1666  -0.194
C 1.3181 -1.9868 -2.3420  0.613
C 1.8371 -1.6635 -3.5810  -0.582
N 3.0746 -1.2292 -3.7794  -0.688
C 3.8304 -1.0936 -2.6994  0.676
N 3.4868 -1.4884 -1.4855  -0.705
C 2.2538 -1.9702 -1.2735  0.264
N 2.0198 -2.4752 -0.0559  -0.127
H 1.0900 -2.7509 0.2143  0.079
H 2.6365 -2.1798 0.7012  0.406
C 5.1650 -0.4479 -2.8614  -1.319
H 5.9036 -0.9349 -2.2311  0.342
H 5.4656 -0.4854 -3.9035  0.427
H 5.0856 0.5954 -2.5552  0.127
H 1.2334 -1.7541 -4.4782  0.592
H -0.3131 -2.9077 -1.2879  -0.413
H -0.5145 -2.8218 -3.0502  0.565
H -3.8104 -2.1013 -0.8225  0.441
H -3.9309 -0.4225 -1.3683  0.130
H -3.3242 -1.6640 -2.4700  0.385

Highest occupied orbital energy (eV): -8.15
Energy relative to the best compared isomer or geometry (same formula, charge and spin) (eV): 0.000

3.
One molecule with the formula C2H4N4S. Source: OMol25; level of theory: ωB97M-V/def2-TZVPD.

Last column: Mulliken charge in e.
Cartesian coordinates (Å):
N -1.5384 -0.8844 0.1807  -0.681
N -0.5032 -0.0369 -0.1087  0.362
C -0.2790 1.2926 0.0488  0.109
N 1.0166 1.5473 -0.0136  -0.494
C 1.6322 0.3291 -0.1745  0.065
S 3.3039 -0.2717 0.1065  -0.423
N 0.7388 -0.6249 -0.2284  -0.159
H -2.0460 -0.9188 -0.6728  0.256
H -1.9665 -0.6708 1.0507  0.238
H -1.1312 2.0151 0.1096  0.366
H 0.7728 -1.7767 -0.2983  0.362

Structure (SMILES): Nn1cnc(=S)[nH]1
Highest occupied orbital energy (eV): -7.45
Energy relative to the best compared isomer or geometry (same formula, charge and spin) (eV): 3.098

4.
One molecule with the formula C6H7NS. Source: OMol25; level of theory: ωB97M-V/def2-TZVPD.

Last column: Mulliken charge in e.
Cartesian coordinates (Å):
C 0.9688 -0.4314 1.0774  -0.376
C -0.2844 -0.8034 1.2151  -0.678
C -1.1504 0.0148 0.2196  0.016
N -0.3382 1.3729 0.2782  -0.652
C 0.9707 0.6429 0.0467  -0.264
C 0.5439 -0.0459 -1.2841  -0.314
S -0.4702 0.7892 -2.5299  -0.173
C -0.8716 -0.4464 -1.1286  -0.474
H 1.9741 -0.4585 1.6694  0.283
H -0.8216 -1.4378 1.8174  0.519
H -2.1760 0.2927 0.5143  0.425
H -0.2938 1.5274 1.3686  0.318
H 1.8222 1.2504 0.0694  0.603
H 1.2315 -0.8515 -1.5440  0.434
H -1.1051 -1.4156 -1.7895  0.332

Structure (SMILES): C1=C[C@H]2N[C@@H]1[C@@H]1S[C@@H]12
Highest occupied orbital energy (eV): -8.31
Energy relative to the best compared isomer or geometry (same formula, charge and spin) (eV): 3.501

5.
One molecule with the formula C20H27N5O2S. Source: OMol25; level of theory: ωB97M-V/def2-TZVPD.

Last column: Mulliken charge in e.
Cartesian coordinates (Å):
C -5.5612 -1.1478 0.1300  -1.755
C -4.3923 -0.2203 -0.0072  0.880
C -4.0141 0.5968 1.0505  -0.934
C -2.9347 1.4507 0.9362  -0.531
C -2.2059 1.5015 -0.2463  0.210
N -1.0815 2.3285 -0.3919  -0.032
C -0.3895 3.0017 0.5507  0.733
O -0.6970 3.1708 1.7083  -0.663
C 0.9471 3.5279 -0.0232  -0.957
C 1.7245 2.3279 -0.4030  0.379
N 1.4976 1.6135 -1.4722  -0.474
N 2.2731 0.5160 -1.4221  -0.705
C 2.9581 0.5696 -0.3080  0.607
S 4.0774 -0.6237 0.2709  -0.225
C 3.5277 -2.0600 -0.7105  -0.775
C 2.1811 -2.5471 -0.1698  0.465
O 2.1218 -3.3752 0.7134  -0.647
N 1.1304 -1.9568 -0.7686  -0.055
C -0.2400 -2.0405 -0.2979  0.165
C -0.7998 -3.4594 -0.1892  -1.189
C -2.0673 -3.2374 0.6278  -0.323
C -1.6583 -2.2084 1.6916  -0.790
C -0.4386 -1.4696 1.1175  -0.102
N 2.6492 1.7041 0.3872  0.132
C 3.1445 2.1125 1.6702  -0.926
C -2.5744 0.6963 -1.3321  0.993
C -1.8256 0.7456 -2.6341  -1.797
C -3.6624 -0.1505 -1.1854  -0.599
H -5.4362 -1.7912 0.9999  0.346
H -5.6711 -1.7726 -0.7528  0.351
H -6.4804 -0.5790 0.2672  0.449
H -4.5703 0.5650 1.9759  0.393
H -2.6438 2.0754 1.7641  0.477
H -0.6153 2.2368 -1.2876  0.228
H 1.4567 4.1194 0.7349  0.416
H 0.7505 4.1403 -0.9031  0.346
H 4.2897 -2.8194 -0.5427  0.449
H 3.4919 -1.7579 -1.7549  0.363
H 1.3407 -1.1985 -1.4106  0.494
H -0.8473 -1.4737 -1.0089  0.105
H -0.0932 -4.0817 0.3576  0.398
H -0.9910 -3.9055 -1.1641  0.413
H -2.8464 -2.8194 -0.0120  -0.041
H -2.4427 -4.1589 1.0693  0.452
H -2.4732 -1.5179 1.9047  0.202
H -1.3893 -2.7110 2.6197  0.422
H 0.4500 -1.6866 1.7099  0.528
H -0.5849 -0.3896 1.0975  -0.346
H 3.8476 2.9412 1.5641  0.333
H 3.6575 1.2682 2.1290  0.321
H 2.3116 2.4199 2.3037  0.359
H -1.9533 1.7174 -3.1130  0.468
H -2.2074 -0.0131 -3.3127  0.349
H -0.7572 0.5733 -2.4984  0.364
H -3.9481 -0.7774 -2.0191  0.277

Structure (SMILES): Cc1ccc(NC(=O)Cc2nnc(SCC(=O)NC3CCCC3)n2C)c(C)c1
Highest occupied orbital energy (eV): -8.29
Energy relative to the best compared isomer or geometry (same formula, charge and spin) (eV): 0.641

6.
An isolated ion of composition C5H10NO2 and charge -1. Source: OMol25; level of theory: ωB97M-V/def2-TZVPD.

Last column: Mulliken charge in e.
Cartesian coordinates (Å):
N -1.5977 1.9620 -0.7525  -0.647
C -1.1591 1.2089 0.4609  -0.901
C -0.9562 -0.2927 0.4424  -0.312
C -0.0441 -0.9886 -0.6994  -0.817
C 1.5164 -0.7045 -0.5508  -0.450
C 2.1553 -1.0008 0.8516  0.386
O 1.5637 -0.4300 1.8184  -0.674
O 3.2573 -1.6423 0.8239  -0.765
H -2.4679 1.7191 -0.8604  0.210
H -0.9434 1.5495 -1.4674  0.308
H -0.2154 2.0017 0.7229  0.228
H -1.7721 1.5203 1.2269  0.603
H -0.6304 -0.5445 1.5479  0.244
H -2.0301 -0.6857 0.5352  0.358
H -0.2969 -0.6567 -1.6939  0.392
H -0.2247 -2.0055 -0.4790  0.296
H 1.7537 0.3639 -0.7786  0.186
H 2.0918 -1.3741 -1.1481  0.357

Structure (SMILES): NCCCCC(=O)[O-]
Highest occupied orbital energy (eV): -3.93
Charge: -1
Energy relative to the best compared isomer or geometry (same formula, charge and spin) (eV): 2.339

7.
A 6-piece molecular cluster, H12O6 overall. Source: OMol25; level of theory: ωB97M-V/def2-TZVPD.

Last column: Mulliken charge in e.
Cartesian coordinates (Å):
O 0.6585 3.5064 2.7365  -0.639
H 1.4403 3.0557 2.4172  0.317
H -0.0031 2.8183 2.8073  0.320
O 1.8602 -4.2852 -0.0801  -0.637
H 2.7377 -4.2398 0.2995  0.321
H 1.4788 -5.0806 0.2915  0.320
O -2.9658 1.0108 1.7859  -0.613
H -3.6528 1.3463 2.3619  0.306
H -3.3949 0.3241 1.2754  0.311
O -2.2047 5.4955 0.0250  -0.637
H -2.8904 5.7985 0.6202  0.313
H -1.6535 4.9275 0.5634  0.323
O 0.5453 -0.1880 -1.2285  -0.640
H 0.6072 -1.1121 -0.9869  0.319
H -0.0628 0.1865 -0.5912  0.315
O 2.6453 -4.8289 -4.2909  -0.645
H 2.5301 -4.7291 -3.3460  0.326
H 2.3247 -4.0059 -4.6600  0.320

Structure (SMILES): O.O.O.O.O.O
Highest occupied orbital energy (eV): -11.35
Energy relative to the best compared isomer or geometry (same formula, charge and spin) (eV): 1.714